(1)
Formula: C37H74N2O30S8
Source: the OMol25 dataset
Level of theory: wB97M-V/def2-TZVPD

Molecular weight   1283.5 g mol⁻¹
Lowest unoccupied orbital energy   -0.8716 eV
E   -7006.25841 hartree
Max |F|   1.652 eV/A

Geometry as ORCA input:
```
! RIJCOSX wB97M-V def2-TZVPD def2/J DEFGRID3
* xyz 0 1
C -1.643 2.122 -1.907
C -1.961 0.949 -0.988
O -2.728 0.078 -1.334
O -1.298 0.967 0.185
C -1.960 0.191 1.211
C -1.489 0.662 2.566
C -0.203 0.365 2.968
C 0.293 0.768 4.180
O 1.614 0.458 4.490
N 2.486 1.357 3.732
O 2.334 2.465 4.023
C -0.515 1.460 5.053
C -1.791 1.763 4.666
C -2.294 1.392 3.424
C -3.710 1.818 3.091
O -4.483 1.131 2.461
C -4.094 3.167 3.658
N -4.915 4.049 2.940
C -3.617 3.498 4.861
C -2.716 2.552 5.583
O -2.733 2.393 6.785
H -2.222 2.974 -1.534
H -0.575 2.338 -1.814
H -1.922 1.883 -2.931
H -1.605 -0.843 1.089
H -3.040 0.156 1.094
H 0.436 -0.208 2.299
H -0.164 1.801 6.024
H -4.583 5.000 3.075
H -4.816 3.841 1.950
H -3.850 4.463 5.305
O -0.364 -1.579 -4.240
S -0.553 -2.710 -3.375
O 0.545 -3.268 -2.644
O -1.261 -3.874 -4.202
C -0.647 -4.278 -5.441
C 0.571 -5.153 -5.220
C -1.869 -2.373 -2.262
H -0.399 -3.401 -6.042
H -1.405 -4.837 -5.987
H 1.381 -4.589 -4.755
H 0.934 -5.546 -6.170
H 0.335 -5.985 -4.557
H -2.716 -1.991 -2.822
H -1.518 -1.631 -1.561
H -2.128 -3.290 -1.738
O -2.906 7.432 2.829
S -2.014 7.464 1.707
O -1.574 6.257 1.080
O -0.745 8.347 2.082
C -0.016 8.012 3.280
C 0.874 6.800 3.088
C -2.672 8.535 0.474
H -0.706 7.868 4.114
H 0.595 8.882 3.514
H 0.284 5.895 2.941
H 1.508 6.652 3.963
H 1.506 6.922 2.207
H -2.966 9.471 0.941
H -3.539 8.041 0.039
H -1.914 8.700 -0.287
O 5.207 -0.622 -7.141
S 5.007 0.300 -6.062
O 5.847 0.272 -4.905
O 3.483 0.230 -5.602
C 2.931 -1.057 -5.258
C 3.364 -1.521 -3.883
C 4.955 1.941 -6.695
H 3.186 -1.792 -6.024
H 1.849 -0.937 -5.273
H 4.433 -1.739 -3.855
H 2.826 -2.427 -3.604
H 3.173 -0.749 -3.137
H 4.278 1.968 -7.544
H 5.962 2.210 -7.007
H 4.617 2.610 -5.907
O -4.585 -4.210 1.075
S -4.889 -4.746 2.368
O -6.214 -5.174 2.693
O -4.383 -3.728 3.487
C -4.804 -2.356 3.425
C -6.227 -2.167 3.910
C -3.749 -6.028 2.753
H -4.676 -1.968 2.413
H -4.123 -1.801 4.072
H -6.939 -2.635 3.231
H -6.467 -1.105 3.974
H -6.364 -2.624 4.890
H -2.743 -5.670 2.550
H -3.981 -6.884 2.123
H -3.864 -6.294 3.801
O 0.491 -4.913 3.423
S 0.187 -5.433 4.721
O -1.129 -5.891 5.050
O 0.656 -4.384 5.825
C 0.178 -3.028 5.712
C -1.259 -2.884 6.173
C 1.342 -6.702 5.119
H 0.303 -2.668 4.689
H 0.828 -2.426 6.346
H -1.943 -3.404 5.501
H -1.545 -1.831 6.201
H -1.390 -3.315 7.166
H 2.346 -6.340 4.915
H 1.114 -7.560 4.490
H 1.226 -6.965 6.167
O 3.523 -7.770 -6.965
S 3.347 -6.865 -8.059
O 2.056 -6.350 -8.402
O 4.018 -7.490 -9.363
C 3.621 -8.815 -9.760
C 2.268 -8.824 -10.445
C 4.459 -5.511 -7.869
H 3.635 -9.487 -8.901
H 4.383 -9.163 -10.455
H 1.472 -8.565 -9.747
H 2.054 -9.814 -10.850
H 2.241 -8.094 -11.254
H 5.451 -5.899 -7.655
H 4.101 -4.908 -7.038
H 4.458 -4.926 -8.785
O 2.351 4.717 10.375
S 2.279 3.677 9.396
O 1.331 3.727 8.326
O 2.148 2.273 10.138
C 1.086 2.112 11.098
C -0.258 1.893 10.431
C 3.883 3.415 8.715
H 1.058 2.966 11.777
H 1.346 1.236 11.691
H -0.587 2.787 9.901
H -1.015 1.643 11.175
H -0.199 1.087 9.699
H 4.600 3.329 9.527
H 4.118 4.275 8.091
H 3.864 2.510 8.113
O 1.443 4.324 -5.369
S 1.334 4.346 -6.795
O 2.496 4.373 -7.630
O 0.360 5.534 -7.223
C 0.652 6.857 -6.737
C 1.791 7.507 -7.498
C 0.300 3.018 -7.314
H 0.857 6.828 -5.665
H -0.259 7.437 -6.876
H 2.735 6.998 -7.306
H 1.900 8.550 -7.199
H 1.611 7.461 -8.573
H -0.605 3.022 -6.713
H 0.853 2.093 -7.159
H 0.069 3.145 -8.369
*
```

Atom charges from the Löwdin analysis, given in e for atoms 1 to 99:
1. C 0.04
2. C -0.51
3. O 0.07
4. O 0.03
5. C -0.09
6. C -0.10
7. C 0.05
8. C -0.29
9. O -0.06
10. N 0.04
11. O 0.12
12. C 0.07
13. C -0.08
14. C -0.03
15. C -0.24
16. O 0.13
17. C -0.23
18. N 0.13
19. C 0.05
20. C -0.32
21. O 0.11
22. H 0.09
23. H 0.09
24. H 0.09
25. H 0.14
26. H 0.12
27. H 0.15
28. H 0.14
29. H 0.09
30. H 0.10
31. H 0.13
32. O -0.29
33. S 0.58
34. O -0.28
35. O -0.26
36. C -0.25
37. C -0.06
38. C -0.11
39. H 0.11
40. H 0.12
41. H 0.06
42. H 0.06
43. H 0.09
44. H 0.08
45. H 0.05
46. H 0.09
47. O -0.28
48. S 0.56
49. O -0.28
50. O -0.26
51. C -0.25
52. C -0.07
53. C -0.12
54. H 0.12
55. H 0.12
56. H 0.07
57. H 0.08
58. H 0.09
59. H 0.08
60. H 0.08
61. H 0.08
62. O -0.28
63. S 0.57
64. O -0.28
65. O -0.27
66. C -0.25
67. C -0.06
68. C -0.12
69. H 0.11
70. H 0.10
71. H 0.07
72. H 0.06
73. H 0.09
74. H 0.07
75. H 0.08
76. H 0.08
77. O -0.28
78. S 0.57
79. O -0.27
80. O -0.27
81. C -0.26
82. C -0.07
83. C -0.12
84. H 0.11
85. H 0.11
86. H 0.07
87. H 0.08
88. H 0.09
89. H 0.07
90. H 0.08
91. H 0.07
92. O -0.27
93. S 0.57
94. O -0.28
95. O -0.26
96. C -0.25
97. C -0.06
98. C -0.12
99. H 0.11



(2)
Formula: C37H77BBr14NO7
Source: the OMol25 dataset
Level of theory: wB97M-V/def2-TZVPD

Molecular weight   1777.5 g mol⁻¹
ΔE to the lowest compared entry with this formula, charge and spin   0.0 kJ/mol
Lowest unoccupied orbital energy   1.4764 eV
E   -38098.56154 hartree
Max |F|   3.337 eV/A

Geometry as ORCA input:
```
! RIJCOSX wB97M-V def2-TZVPD def2/J DEFGRID3
* xyz -1 1
C -0.026 -1.990 4.866
C -1.390 -1.305 4.950
C -2.569 -2.278 4.966
C -3.025 -2.708 3.572
O -3.376 -1.579 2.818
B -2.682 -1.440 1.541
C -3.082 -2.693 0.513
O -3.780 -2.262 -0.669
C -3.347 -2.802 -1.835
O -1.996 -2.411 -2.113
C -1.848 -1.573 -3.230
C -0.396 -1.141 -3.323
O -0.185 -0.756 -4.692
O -1.205 -1.391 1.791
C -0.633 -0.510 0.863
C 0.065 -1.272 -0.269
C 1.051 -2.299 0.272
N 2.013 -2.699 -0.775
C -1.796 0.370 0.330
C -1.677 1.863 0.665
C -0.936 2.153 1.971
C -1.421 3.440 2.641
C -0.350 4.103 3.486
C 0.171 3.158 4.585
C 1.553 2.540 4.308
C 1.627 1.016 4.557
C 2.969 0.530 5.138
C 3.702 -0.564 4.345
C 3.729 -0.342 2.844
O 4.330 0.918 2.584
C 4.194 1.332 1.238
O -2.956 -0.123 0.926
H -0.040 -2.821 4.152
H 0.289 -2.366 5.848
H 0.745 -1.287 4.527
H -1.508 -0.593 4.128
H -1.413 -0.722 5.883
H -3.429 -1.783 5.439
H -2.336 -3.166 5.573
H -2.236 -3.305 3.084
H -3.893 -3.383 3.689
H -3.778 -3.364 1.040
H -2.212 -3.310 0.242
H -3.386 -3.907 -1.845
H -4.015 -2.414 -2.620
H -2.116 -2.100 -4.162
H -2.495 -0.684 -3.115
H 0.277 -1.955 -3.030
H -0.193 -0.295 -2.653
H 0.719 -0.431 -4.817
H 0.144 0.103 1.354
H -0.686 -1.804 -0.867
H 0.603 -0.584 -0.943
H 0.485 -3.187 0.576
H 1.535 -1.912 1.185
H 2.717 -3.327 -0.401
H 2.488 -1.880 -1.145
H -1.828 0.265 -0.775
H -1.228 2.434 -0.160
H -2.707 2.226 0.771
H -1.102 1.305 2.646
H 0.143 2.249 1.773
H -2.261 3.195 3.307
H -1.788 4.147 1.886
H 0.481 4.368 2.815
H -0.740 5.029 3.923
H -0.565 2.361 4.749
H 0.235 3.726 5.522
H 1.850 2.746 3.272
H 2.301 3.031 4.943
H 1.393 0.506 3.615
H 0.814 0.749 5.243
H 3.639 1.392 5.237
H 2.772 0.151 6.146
H 4.752 -0.577 4.672
H 3.295 -1.559 4.556
H 2.717 -0.385 2.409
H 4.310 -1.145 2.360
H 3.233 1.842 1.079
H 5.015 2.017 1.011
H 4.248 0.480 0.547
Br 1.665 -4.138 -2.433
C 1.303 -4.788 -4.234
C 2.578 -5.047 -4.990
Br 3.390 -3.391 -5.615
H 0.683 -4.058 -4.745
H 0.739 -5.709 -4.103
H 2.384 -5.626 -5.890
H 3.319 -5.551 -4.377
Br 3.309 -0.060 8.835
C 4.111 1.670 8.485
C 3.627 2.728 9.439
Br 1.806 3.269 9.022
H 3.859 1.913 7.456
H 5.186 1.528 8.575
H 4.238 3.624 9.344
H 3.626 2.391 10.471
Br -0.533 -4.615 -7.274
C -1.194 -2.798 -7.509
C -1.100 -2.312 -8.931
Br 0.729 -1.854 -9.412
H -0.618 -2.183 -6.826
H -2.229 -2.833 -7.176
H -1.671 -1.391 -9.043
H -1.436 -3.045 -9.660
Br -1.803 -3.447 -13.041
C -3.134 -4.862 -12.987
C -3.995 -4.763 -11.755
Br -3.032 -5.328 -10.167
H -2.591 -5.801 -13.029
H -3.738 -4.745 -13.885
H -4.861 -5.417 -11.836
H -4.323 -3.743 -11.574
Br 1.840 3.506 -3.849
C 2.712 3.500 -5.582
C 2.141 2.489 -6.540
Br 2.745 0.690 -6.117
H 3.766 3.318 -5.397
H 2.580 4.505 -5.977
H 2.515 2.686 -7.543
H 1.055 2.468 -6.549
Br 0.963 6.801 6.425
C 0.665 7.774 8.081
C 0.571 6.851 9.267
Br -1.124 5.906 9.320
H -0.241 8.356 7.942
H 1.517 8.442 8.191
H 0.625 7.418 10.194
H 1.346 6.090 9.255
Br -2.586 3.908 -2.428
C -3.736 3.022 -3.716
C -2.946 2.226 -4.719
Br -2.051 3.372 -6.012
H -4.334 3.797 -4.186
H -4.380 2.359 -3.139
H -3.601 1.579 -5.295
H -2.160 1.635 -4.261
*
```

Atom charges from the Löwdin analysis, given in e for atoms 1 to 99:
1. C -0.10
2. C -0.25
3. C -0.19
4. C -0.26
5. O 0.01
6. B -0.88
7. C -0.04
8. O -0.10
9. C -0.27
10. O -0.15
11. C -0.20
12. C -0.22
13. O -0.11
14. O 0.03
15. C -0.28
16. C -0.14
17. C -0.23
18. N -0.29
19. C -0.28
20. C -0.14
21. C -0.20
22. C -0.22
23. C -0.23
24. C -0.20
25. C -0.19
26. C -0.19
27. C -0.21
28. C -0.17
29. C -0.25
30. O -0.19
31. C -0.10
32. O 0.07
33. H 0.07
34. H 0.07
35. H 0.03
36. H 0.09
37. H 0.10
38. H 0.11
39. H 0.11
40. H 0.12
41. H 0.11
42. H 0.10
43. H 0.11
44. H 0.14
45. H 0.13
46. H 0.13
47. H 0.12
48. H 0.06
49. H 0.10
50. H -0.01
51. H 0.12
52. H 0.09
53. H 0.11
54. H 0.12
55. H 0.10
56. H 0.04
57. H 0.07
58. H 0.14
59. H 0.07
60. H 0.12
61. H 0.12
62. H 0.11
63. H 0.12
64. H 0.11
65. H 0.11
66. H 0.09
67. H 0.11
68. H 0.08
69. H 0.09
70. H 0.10
71. H 0.09
72. H 0.10
73. H 0.09
74. H 0.04
75. H 0.11
76. H 0.11
77. H 0.10
78. H 0.12
79. H 0.08
80. H 0.08
81. H 0.08
82. Br 0.89
83. C -0.71
84. C -0.71
85. Br 0.57
86. H -0.01
87. H 0.05
88. H 0.04
89. H 0.04
90. Br 0.65
91. C -0.69
92. C -0.68
93. Br 0.66
94. H 0.03
95. H 0.06
96. H 0.06
97. H 0.05
98. Br 0.64
99. C -0.67



(3)
Formula: C37H77N3O12P3S
Source: the OMol25 dataset
Level of theory: wB97M-V/def2-TZVPD

Molecular weight   881.0 g mol⁻¹
Lowest unoccupied orbital energy   -3.3652 eV
E   -3945.14880 hartree
Max |F|   1.824 eV/A

Geometry as ORCA input:
```
! RIJCOSX wB97M-V def2-TZVPD def2/J DEFGRID3
* xyz 1 1
C -0.933 2.731 -2.478
C -0.098 3.872 -2.976
O 0.091 4.076 -4.131
O 0.442 4.725 -2.043
C 1.406 4.159 -1.163
C 0.788 3.987 0.222
N 1.720 3.443 1.240
C 0.989 2.936 2.425
C 1.200 1.374 2.408
P 2.466 1.023 3.751
O 3.004 2.295 4.276
P -0.450 0.550 2.570
O -1.443 1.666 3.113
O -0.863 0.272 1.049
S -0.487 -1.024 3.654
N 1.756 1.184 1.030
P 2.648 -0.276 0.438
C 1.869 -1.750 1.102
C 2.056 -0.245 -1.271
C 2.375 2.347 0.751
N 3.502 2.474 0.045
H -1.397 2.918 -1.515
H -1.737 2.592 -3.195
H -0.356 1.807 -2.466
H 1.747 3.206 -1.564
H 2.240 4.855 -1.116
H -0.069 3.319 0.108
H 0.468 4.967 0.562
H -0.042 3.254 2.308
H 1.344 3.403 3.337
H 3.440 0.252 3.100
H 1.780 0.256 4.690
H -2.333 1.480 2.749
H -0.438 0.902 0.446
H 0.802 -1.832 0.906
H 2.373 -2.557 0.564
H 2.060 -1.886 2.162
H 0.974 -0.137 -1.353
H 2.550 0.542 -1.837
H 2.312 -1.212 -1.701
H 3.655 2.030 -0.846
H 4.227 3.091 0.375
C -5.252 1.103 5.687
C -6.341 1.309 4.634
C -5.640 2.214 3.632
O -4.247 1.868 3.683
C -3.999 1.031 4.829
H -5.393 0.213 6.296
H -5.206 1.968 6.352
H -6.597 0.355 4.167
H -7.254 1.750 5.028
H -5.744 3.268 3.904
H -6.005 2.084 2.614
H -3.815 0.011 4.474
H -3.105 1.384 5.341
C 3.225 6.187 -5.930
C 4.474 5.422 -6.369
C 5.171 5.175 -5.037
O 4.136 5.059 -4.057
C 2.885 5.492 -4.619
H 2.409 6.147 -6.648
H 3.472 7.236 -5.752
H 4.189 4.473 -6.830
H 5.098 5.968 -7.074
H 5.819 6.015 -4.767
H 5.771 4.263 -5.032
H 2.261 4.616 -4.787
H 2.381 6.143 -3.906
C 2.584 1.339 -6.449
C 4.102 1.469 -6.324
C 4.260 1.849 -4.859
O 3.174 1.221 -4.162
C 2.215 0.726 -5.106
H 2.264 0.728 -7.290
H 2.130 2.326 -6.551
H 4.579 0.507 -6.520
H 4.536 2.206 -6.997
H 4.183 2.933 -4.719
H 5.203 1.510 -4.429
H 2.284 -0.367 -5.135
H 1.212 1.002 -4.774
C 5.463 -5.562 -0.763
C 4.286 -6.429 -0.314
C 3.406 -5.413 0.399
O 3.628 -4.158 -0.263
C 4.766 -4.260 -1.129
H 6.027 -5.983 -1.593
H 6.151 -5.403 0.070
H 3.767 -6.835 -1.184
H 4.573 -7.258 0.329
H 3.691 -5.308 1.451
H 2.345 -5.657 0.350
H 4.415 -4.276 -2.166
H 5.399 -3.382 -0.991
C -4.857 0.179 0.243
C -5.883 0.344 -0.879
C -5.212 1.390 -1.762
O -3.800 1.188 -1.618
C -3.548 0.306 -0.521
H -4.940 -0.763 0.783
H -4.951 0.994 0.964
H -5.996 -0.595 -1.424
H -6.866 0.656 -0.534
H -5.456 2.404 -1.431
H -5.479 1.296 -2.814
H -3.227 -0.664 -0.919
H -2.742 0.712 0.079
C -3.416 -3.816 0.224
C -3.675 -5.143 -0.489
C -2.265 -5.551 -0.899
O -1.389 -5.024 0.101
C -2.096 -4.101 0.929
H -4.207 -3.526 0.914
H -3.290 -3.016 -0.509
H -4.091 -5.869 0.211
H -4.352 -5.062 -1.337
H -1.993 -5.118 -1.867
H -2.132 -6.631 -0.955
H -2.263 -4.564 1.908
H -1.484 -3.208 1.074
C -3.279 -4.024 6.309
C -2.502 -5.336 6.406
C -1.250 -5.011 5.602
O -1.015 -3.611 5.774
C -2.156 -2.997 6.376
H -4.018 -3.891 7.097
H -3.792 -3.962 5.346
H -2.242 -5.542 7.445
H -3.041 -6.197 6.014
H -1.399 -5.213 4.535
H -0.372 -5.562 5.937
H -1.911 -2.743 7.413
H -2.386 -2.074 5.840
*
```

Atom charges from the Löwdin analysis, given in e for atoms 1 to 99:
1. C 0.03
2. C -0.50
3. O 0.15
4. O -0.01
5. C -0.16
6. C -0.09
7. N 0.00
8. C -0.11
9. C -0.51
10. P 0.76
11. O -0.40
12. P 0.19
13. O -0.20
14. O -0.21
15. S 0.42
16. N -0.17
17. P 0.95
18. C -0.28
19. C -0.25
20. C -0.43
21. N 0.23
22. H 0.07
23. H 0.10
24. H 0.08
25. H 0.11
26. H 0.14
27. H 0.11
28. H 0.15
29. H 0.11
30. H 0.11
31. H 0.01
32. H 0.00
33. H 0.07
34. H 0.06
35. H 0.03
36. H 0.03
37. H 0.03
38. H 0.04
39. H 0.01
40. H 0.06
41. H 0.10
42. H 0.15
43. C -0.16
44. C -0.16
45. C -0.19
46. O -0.18
47. C -0.20
48. H 0.12
49. H 0.12
50. H 0.12
51. H 0.12
52. H 0.12
53. H 0.10
54. H 0.11
55. H 0.12
56. C -0.15
57. C -0.15
58. C -0.21
59. O -0.17
60. C -0.20
61. H 0.12
62. H 0.12
63. H 0.10
64. H 0.12
65. H 0.12
66. H 0.11
67. H 0.09
68. H 0.12
69. C -0.15
70. C -0.15
71. C -0.19
72. O -0.17
73. C -0.20
74. H 0.12
75. H 0.11
76. H 0.12
77. H 0.10
78. H 0.08
79. H 0.12
80. H 0.12
81. H 0.11
82. C -0.16
83. C -0.16
84. C -0.19
85. O -0.19
86. C -0.20
87. H 0.11
88. H 0.12
89. H 0.12
90. H 0.12
91. H 0.12
92. H 0.12
93. H 0.12
94. H 0.12
95. C -0.15
96. C -0.15
97. C -0.19
98. O -0.15
99. C -0.20